Record 1
Molecular formula: C26H39IrN3O7PS2Si
Method: DFT, the ωB97M-V functional and the def2-TZVPD basis

Values from the calculation:
Max |F| in eV/A: 1.24
Frontier orbital gap in eV: 8.17
2S+1: 1

```
80
Properties=species:S:1:pos:R:3:forces:R:3:lowdin_charge:R:1
Ir 0.1198 -0.1192 0.0689 0.0 -0.6 -0.3 0.98
O 4.2910 1.0693 -0.0597 0.0 0.0 0.0 -0.25
S 3.0159 1.0709 0.5842 0.0 0.0 -0.1 0.54
O 2.2575 2.3176 0.5154 0.0 0.0 0.1 -0.34
O 2.1888 -0.0995 0.1649 0.0 0.0 0.1 -0.45
C 3.3104 0.9067 2.3267 0.0 -0.1 0.0 -0.22
C 4.6273 0.7489 2.7207 0.0 0.0 0.0 -0.04
C 4.9597 0.6888 4.0672 0.0 0.0 0.0 -0.05
C 3.9687 0.7992 5.0225 0.0 0.0 0.0 -0.05
C 2.6448 0.9582 4.6357 0.0 0.1 0.0 -0.05
C 2.3047 1.0133 3.2903 0.0 0.1 0.0 -0.21
S 0.5345 0.9897 3.0108 -0.4 -0.6 -0.1 0.61
O -0.0599 1.2293 4.2879 -0.1 -0.1 0.0 -0.26
O -0.0068 2.0160 2.0410 1.0 0.7 0.2 -0.32
O 0.2728 -0.3291 2.4120 0.0 0.3 -0.1 -0.38
H 5.3856 0.6899 1.9531 0.0 0.0 0.0 0.12
H 5.9937 0.5642 4.3595 0.0 0.0 0.0 0.11
H 4.2124 0.7622 6.0757 0.0 0.0 0.0 0.11
H 1.8651 1.0400 5.3769 0.0 0.0 0.0 0.11
C -1.8250 2.9296 0.3618 0.0 0.0 0.1 -0.16
Si 0.0428 2.6343 0.3420 -0.9 0.5 -0.3 0.42
C 0.2400 1.5393 -1.1379 0.2 0.9 0.4 -0.33
C 0.6462 4.4080 0.3965 0.1 -0.1 0.1 -0.24
C 0.4525 5.2056 1.5240 0.0 0.0 0.0 -0.09
C 0.8421 6.5383 1.5343 0.0 0.0 0.0 -0.09
C 1.4203 7.1008 0.4054 0.0 0.0 0.0 -0.10
C 1.6134 6.3231 -0.7278 0.0 0.0 0.0 -0.09
C 1.2359 4.9876 -0.7259 0.0 0.0 0.0 -0.09
H -2.0936 3.5334 -0.5100 0.0 0.0 0.0 0.05
H -2.1451 3.4751 1.2536 0.0 0.0 0.0 0.04
H -2.3674 1.9854 0.3081 0.0 0.0 0.0 -0.01
H -0.5521 1.7208 -1.8654 -0.2 -0.3 0.1 0.03
H 0.0695 -0.2784 -1.4403 0.1 -0.7 -0.3 0.03
H 1.2068 1.5888 -1.6353 0.0 -0.1 -0.1 0.02
H -0.0067 4.7827 2.4118 0.0 0.0 0.0 0.10
H 0.6921 7.1388 2.4232 0.0 0.0 0.0 0.10
H 1.7220 8.1407 0.4092 0.0 0.0 0.0 0.10
H 2.0682 6.7550 -1.6107 0.0 0.0 0.0 0.10
H 1.4160 4.3854 -1.6103 0.0 0.0 0.0 0.11
O -1.9342 -0.4171 -0.0660 0.0 0.1 0.2 -0.41
P -2.9525 -1.2534 0.6770 0.0 -0.1 -0.1 0.58
N -2.2272 -2.5691 1.3135 0.0 0.0 0.1 -0.18
C -0.8578 -3.0236 1.0056 0.0 0.0 0.0 -0.19
C -0.8672 -4.4891 1.4424 0.0 0.0 0.0 -0.16
C -1.8838 -4.5035 2.5825 0.0 0.0 0.0 -0.16
C -2.9814 -3.5898 2.0522 0.0 0.0 0.0 -0.18
N -4.0884 -1.8257 -0.3789 0.1 0.1 -0.1 -0.17
C -3.5127 -2.6382 -1.4822 0.0 0.0 0.0 -0.19
C -4.4121 -2.3541 -2.6845 0.0 0.0 0.0 -0.16
C -5.7343 -1.9418 -2.0453 0.0 0.0 0.0 -0.17
C -5.2826 -1.1092 -0.8531 0.0 0.0 0.0 -0.20
N -3.7730 -0.5171 1.8974 0.1 0.0 0.0 -0.16
C -4.6312 0.6693 1.6427 0.0 0.0 0.0 -0.19
C -4.5658 1.4795 2.9372 0.0 0.0 0.0 -0.16
C -3.1984 1.1264 3.5059 0.0 0.0 0.0 -0.17
C -3.0982 -0.3632 3.2132 0.0 0.0 0.0 -0.18
H -0.1257 -2.4582 1.5879 0.0 0.0 0.0 0.09
H -0.6274 -2.9080 -0.0553 0.0 0.0 0.0 0.10
H 0.1230 -4.8312 1.7380 0.0 0.0 0.0 0.11
H -1.2163 -5.1226 0.6238 0.0 0.0 0.0 0.11
H -1.4423 -4.0656 3.4805 0.0 0.0 0.0 0.12
H -2.2503 -5.4990 2.8281 0.0 0.0 0.0 0.11
H -3.5854 -3.1372 2.8388 0.0 0.0 0.0 0.11
H -3.6560 -4.1331 1.3802 0.0 0.0 0.0 0.11
H -3.5327 -3.6957 -1.2039 0.0 0.0 0.0 0.11
H -2.4768 -2.3566 -1.6829 0.0 0.0 0.0 0.11
H -4.5022 -3.2177 -3.3417 0.0 0.0 0.0 0.11
H -4.0042 -1.5264 -3.2676 0.0 0.0 0.0 0.12
H -6.2759 -2.8230 -1.6944 0.0 0.0 0.0 0.12
H -6.3861 -1.3833 -2.7153 0.0 0.0 0.0 0.11
H -6.0386 -1.0683 -0.0715 0.0 0.0 0.0 0.10
H -5.0488 -0.0871 -1.1710 0.0 0.0 0.0 0.12
H -5.6518 0.3699 1.4130 0.0 0.0 0.0 0.10
H -4.2449 1.2527 0.8048 0.0 0.0 0.0 0.10
H -5.3539 1.1526 3.6197 0.0 0.0 0.0 0.11
H -4.6990 2.5443 2.7506 0.0 0.0 0.0 0.11
H -3.0909 1.3491 4.5659 0.0 0.0 0.0 0.12
H -2.4166 1.6613 2.9670 0.0 0.0 0.0 0.09
H -3.6397 -0.9455 3.9654 0.0 0.0 0.0 0.12
H -2.0708 -0.7192 3.1742 0.0 0.0 0.0 0.09
```
Forces are in eV/Å.

Record 2
Molecular formula: C43H53N10P2Re
Method: DFT, the ωB97M-V functional and the def2-TZVPD basis

Values from the calculation:
Max |F| in eV/A: 1.65
Frontier orbital gap (alpha / beta) in eV: 5.58 / 6.11
2S+1: 2
Expectation value of S²: 0.87
Total charge: +3

```
109
Properties=species:S:1:pos:R:3:forces:R:3:lowdin_charge:R:1
Re -0.1877 0.3334 -0.0278 -0.6 -0.7 1.4 1.37
C 3.8084 1.4165 1.5644 0.0 0.0 -0.3 -0.01
C 3.8401 1.0599 2.9024 0.0 -0.1 0.3 0.00
C 2.7331 0.4299 3.4221 0.1 0.0 0.1 0.04
C 1.6224 0.1521 2.6205 -0.2 0.0 -0.1 -0.28
N 1.5973 0.4726 1.2958 0.0 -0.1 0.0 -0.01
C 2.6940 1.1078 0.8225 0.1 -0.1 0.5 -0.17
N 0.5804 -0.4369 3.3013 -0.1 -0.1 -0.1 0.19
C -0.4900 -0.8968 2.7908 0.4 0.3 0.0 -0.27
N -0.8674 -0.8901 1.4142 0.9 0.1 -0.3 -0.04
C -1.8983 -1.8491 1.3197 -0.1 0.1 -0.1 -0.25
N -2.2527 -2.4746 0.2735 0.2 -0.1 0.1 0.17
C -1.4870 -2.5419 -0.8676 0.2 0.1 0.2 -0.34
C -1.8374 -3.6290 -1.6725 0.0 -0.1 -0.1 0.02
C -1.1142 -3.9397 -2.7969 -0.2 -0.2 0.0 0.01
C -0.0334 -3.1298 -3.0983 0.3 0.3 0.0 0.00
C 0.2422 -2.0476 -2.2938 -0.3 -0.5 0.0 -0.16
N -0.4556 -1.6915 -1.1850 -0.2 0.1 0.2 0.00
C -2.4181 -2.1340 2.6656 0.0 0.0 -0.4 -0.10
C -3.4583 -2.9459 3.0748 -0.2 0.0 0.0 0.03
C -3.5896 -3.1516 4.4420 0.0 0.0 0.1 -0.01
C -2.6858 -2.5941 5.3534 -0.1 0.0 0.0 -0.02
C -1.6234 -1.8104 4.9259 0.0 0.1 0.2 0.03
C -1.5253 -1.5823 3.5654 0.2 0.1 -0.1 -0.11
H 4.6391 1.9236 1.0891 -0.1 0.0 0.0 0.13
H 4.7023 1.2753 3.5220 -0.1 0.0 0.0 0.14
H 2.6710 0.1303 4.4599 0.0 0.0 -0.1 0.14
H 2.6732 1.3844 -0.2025 -0.1 0.1 -0.2 0.00
H -2.6842 -4.2179 -1.3480 0.1 0.0 0.0 0.14
H -1.3691 -4.7982 -3.4106 0.0 0.1 0.1 0.14
H 0.6061 -3.3250 -3.9507 0.0 0.0 0.1 0.13
H 1.0722 -1.4482 -2.5639 0.1 0.0 0.0 0.02
H -4.1433 -3.3951 2.3639 0.1 0.0 0.1 0.13
H -4.3981 -3.7712 4.8112 0.1 0.0 0.0 0.13
H -2.8109 -2.7902 6.4117 0.0 0.0 -0.1 0.13
H -0.9067 -1.3949 5.6259 -0.1 -0.1 -0.1 0.13
C -3.3795 -0.6155 -1.7277 0.0 0.0 0.1 -0.19
P -2.0856 0.6623 -1.6788 -0.1 0.3 -0.3 0.99
C -1.2366 0.4436 -3.2931 -0.2 0.0 -0.2 -0.40
N -2.0389 0.0997 -4.2807 0.4 0.1 0.0 0.16
C -1.4875 -0.1849 -5.4878 -0.4 0.0 0.3 -0.18
C -2.3241 -0.5229 -6.5801 0.0 0.0 0.1 0.01
C -1.7498 -0.8376 -7.7725 0.1 0.0 -0.2 -0.02
C -0.3330 -0.8456 -7.9294 -0.1 -0.1 -0.2 -0.02
C 0.4905 -0.5300 -6.8945 0.0 0.0 0.1 0.01
C -0.0819 -0.1755 -5.6478 0.5 0.0 0.1 -0.19
N 0.7268 0.1635 -4.6136 -0.2 0.0 -0.1 0.14
C 0.1753 0.4943 -3.4701 0.0 0.2 -0.1 -0.44
P 1.3108 0.9535 -2.0887 -0.1 0.0 -0.2 0.99
C 2.6874 -0.2596 -2.0017 0.1 0.1 -0.1 -0.23
C 2.2917 2.4557 -2.7915 -0.1 0.0 0.3 -0.63
C 3.1610 1.9956 -3.9724 0.1 0.1 -0.1 -0.07
C 3.2888 3.0273 -1.7664 0.1 0.0 -0.1 -0.09
C 1.2909 3.5127 -3.2742 0.1 0.0 0.0 -0.08
C -3.1271 2.2150 -1.7897 0.0 0.0 0.1 -0.68
C -3.9942 2.1976 -0.5218 -0.1 0.1 -0.1 -0.07
C -4.0167 2.2258 -3.0387 -0.2 0.0 0.1 -0.07
C -2.2578 3.4622 -1.8446 -0.1 0.1 -0.1 -0.08
H -4.2772 -0.1715 -2.1392 0.0 0.0 -0.1 0.05
H -3.6070 -1.0060 -0.7392 0.0 0.1 0.0 0.05
H -3.0689 -1.4239 -2.3818 0.0 0.0 0.0 0.05
H -3.3995 -0.5208 -6.4417 0.1 0.0 0.0 0.13
H -2.3750 -1.0905 -8.6207 0.1 0.0 0.0 0.13
H 0.0906 -1.1064 -8.8936 -0.1 0.0 0.1 0.13
H 1.5683 -0.5302 -7.0025 -0.1 0.0 0.0 0.13
H 3.5711 0.2683 -1.6502 0.0 0.0 -0.1 0.05
H 2.9029 -0.6468 -2.9962 0.0 0.0 -0.1 0.08
H 2.4942 -1.0728 -1.3091 0.0 0.0 0.1 0.05
H 4.0278 1.4139 -3.6478 -0.1 0.1 -0.1 0.09
H 3.5431 2.9105 -4.4399 0.0 -0.1 0.0 0.11
H 2.6162 1.4382 -4.7237 -0.1 0.0 -0.1 0.06
H 4.0868 2.3101 -1.5467 -0.1 0.1 0.0 0.08
H 2.8579 3.3561 -0.8282 0.0 0.1 0.1 0.05
H 3.7775 3.8905 -2.2294 0.0 -0.1 0.0 0.11
H 0.7846 3.1909 -4.1865 0.0 0.0 0.1 0.09
H 1.8379 4.4307 -3.5093 -0.1 -0.1 0.0 0.11
H 0.5272 3.7675 -2.5383 0.0 0.0 0.0 0.04
H -4.7120 1.3719 -0.5240 0.1 0.1 0.0 0.09
H -4.5709 3.1274 -0.4669 0.1 -0.1 0.0 0.11
H -3.3867 2.1228 0.3799 0.0 0.0 -0.1 0.04
H -4.7525 1.4220 -3.0647 0.1 0.1 0.0 0.08
H -3.4470 2.1999 -3.9637 0.1 0.0 0.0 0.08
H -4.5759 3.1664 -3.0161 0.0 -0.1 0.0 0.11
H -1.6549 3.5639 -0.9546 0.2 0.1 0.2 0.05
H -2.9048 4.3417 -1.9180 0.1 -0.1 0.0 0.11
H -1.6188 3.4579 -2.7301 0.0 0.0 0.0 0.08
C 1.3228 5.7945 1.1149 0.1 0.0 0.0 -0.13
C 0.9817 5.1366 -0.1987 0.0 -0.1 0.0 -0.15
N 0.7069 3.7215 0.0776 -0.2 0.1 0.0 0.07
C -0.1512 3.3535 1.0459 0.1 0.5 0.6 -0.35
N -0.6579 2.1033 1.0468 -0.2 -0.6 -0.3 -0.09
C -1.5886 1.7920 2.1778 -0.3 0.2 -0.2 -0.21
C -2.3908 2.9843 2.6350 0.0 0.1 -0.1 -0.14
C -1.4161 4.0323 3.0676 0.2 0.2 -0.1 -0.12
N -0.4318 4.2598 1.9931 -0.2 -0.1 0.1 0.01
C 0.1430 5.6281 2.0358 0.0 -0.2 0.0 -0.11
H 1.5235 6.8552 0.9796 0.0 0.0 0.0 0.14
H 2.2198 5.3311 1.5334 0.0 0.0 0.0 0.13
H 1.8081 5.1936 -0.8978 0.1 0.0 -0.1 0.11
H 0.1146 5.6168 -0.6626 0.0 0.0 0.0 0.14
H 0.7697 3.0692 -0.6777 0.0 -0.2 -0.3 0.03
H -1.0286 1.4234 3.0313 0.2 0.0 0.0 0.11
H -2.2646 1.0111 1.8556 -0.1 -0.1 -0.1 0.09
H -3.0409 2.7011 3.4632 0.0 0.0 0.0 0.15
H -3.0163 3.3687 1.8307 -0.1 0.1 0.0 0.11
H -0.8971 3.7422 3.9836 0.1 0.0 0.0 0.14
H -1.9112 4.9818 3.2570 0.0 0.1 0.0 0.14
H 0.4188 5.8257 3.0692 0.0 0.0 0.1 0.14
H -0.6494 6.3285 1.7717 -0.1 0.0 0.0 0.14
```
Forces are in eV/Å.